Arrangement w

Computed, not measured: 10 unconnected molecules or ions with the total composition C34H95N7O10, with wB97M-V/def2-TZVPD.

Its HOMO energy is -8.583 eV. The calculation puts the LUMO energy at 0.0135 hartree.

Geometry as XYZ:
```
146
C34H95N7O10 wB97M-V/def2-TZVPD
C 0.63 5.49 -2.25
O 1.54 5.29 -3.25
C 1.38 4.02 -3.93
C 2.61 3.79 -4.72
C 2.63 4.61 -5.95
N 2.72 2.42 -5.12
H 0.83 6.52 -1.90
H 0.75 4.82 -1.37
H -0.37 5.49 -2.58
H 1.19 3.26 -3.11
H 0.44 3.96 -4.54
H 3.47 4.03 -4.15
H 3.54 4.36 -6.55
H 2.64 5.64 -5.65
H 1.76 4.42 -6.64
H 3.40 2.24 -5.83
H 3.07 1.87 -4.34
C -3.33 -2.18 -1.85
O -4.21 -2.22 -0.81
C -5.51 -1.73 -1.18
C -6.48 -2.21 -0.13
C -6.32 -3.70 0.36
N -7.85 -2.04 -0.71
H -2.48 -2.82 -1.61
H -3.07 -1.14 -2.17
H -3.73 -2.71 -2.73
H -5.42 -0.61 -1.18
H -5.93 -2.18 -2.12
H -6.42 -1.60 0.76
H -6.70 -4.45 -0.37
H -6.98 -3.80 1.21
H -5.28 -3.85 0.66
H -8.10 -1.08 -0.70
H -8.16 -2.42 -1.63
C 0.15 -4.74 3.15
O -0.40 -5.91 2.57
C -0.22 -5.92 1.12
C -0.84 -4.80 0.30
C -2.33 -4.61 0.69
N -0.64 -5.09 -1.14
H 0.14 -4.94 4.25
H -0.44 -3.86 2.98
H 1.15 -4.50 2.85
H 0.82 -5.94 0.83
H -0.64 -6.90 0.87
H -0.26 -3.90 0.45
H -2.70 -3.70 0.28
H -2.50 -4.60 1.78
H -2.92 -5.44 0.32
H -0.80 -6.05 -1.33
H 0.32 -4.94 -1.40
C -4.92 5.87 -2.24
O -3.93 5.28 -1.44
C -4.49 4.46 -0.43
C -3.35 4.08 0.54
C -3.93 3.31 1.77
N -2.66 5.35 0.95
H -4.45 6.50 -2.97
H -5.59 6.50 -1.61
H -5.54 5.08 -2.69
H -5.16 4.98 0.20
H -5.09 3.65 -0.85
H -2.67 3.41 0.03
H -4.34 2.37 1.42
H -4.78 3.82 2.18
H -3.19 3.14 2.57
H -3.21 5.75 1.72
H -2.69 5.95 0.13
C 5.46 1.27 2.55
O 4.64 0.61 3.47
C 3.73 -0.25 2.77
C 3.31 -1.35 3.77
C 2.64 -0.82 5.02
N 4.46 -2.15 4.17
H 6.13 1.90 3.13
H 4.82 2.05 2.05
H 6.01 0.56 1.89
H 2.87 0.32 2.32
H 4.22 -0.72 1.92
H 2.59 -1.99 3.23
H 2.27 -1.66 5.66
H 1.87 -0.11 4.67
H 3.22 -0.15 5.62
H 5.16 -1.54 4.54
H 4.89 -2.69 3.46
C 6.43 -1.54 0.13
O 5.36 -2.32 0.37
C 4.57 -2.52 -0.81
C 3.16 -2.84 -0.40
C 3.14 -4.12 0.51
N 2.25 -3.05 -1.51
H 7.19 -2.11 -0.35
H 6.78 -1.20 1.08
H 6.21 -0.63 -0.47
H 4.49 -1.67 -1.47
H 5.05 -3.28 -1.43
H 2.73 -2.03 0.21
H 3.23 -5.03 -0.06
H 2.15 -4.21 1.01
H 3.91 -4.18 1.28
H 2.29 -2.19 -2.06
H 2.62 -3.78 -2.09
C -2.68 -1.43 3.98
O -1.82 -0.44 3.29
C -0.88 -1.13 2.48
C -0.31 -0.29 1.37
C -1.44 0.11 0.39
N 0.78 -1.00 0.75
H -2.93 -2.26 3.32
H -3.59 -0.94 4.32
H -2.04 -1.90 4.72
H -0.09 -1.63 3.01
H -1.37 -1.98 2.02
H 0.01 0.66 1.81
H -1.94 -0.78 -0.03
H -1.01 0.71 -0.43
H -2.21 0.67 0.84
H 1.05 -0.39 0.01
H 0.45 -1.82 0.24
C 1.34 3.25 3.63
C 0.05 3.90 3.22
O 0.05 4.11 1.76
H 1.42 2.35 3.03
H 1.30 3.02 4.67
H 2.22 3.88 3.35
H -0.14 4.83 3.78
H -0.84 3.23 3.38
H -0.83 4.55 1.48
C 2.52 1.97 -0.48
C 3.05 0.86 -1.36
O 2.08 -0.07 -1.89
H 3.23 2.81 -0.35
H 2.33 1.61 0.51
H 1.55 2.36 -0.91
H 3.74 0.28 -0.77
H 3.62 1.23 -2.21
H 1.53 0.18 -2.72
C -0.61 -0.87 -3.29
C -0.31 -0.05 -4.53
O 0.96 0.62 -4.29
H 0.23 -1.50 -3.10
H -1.50 -1.54 -3.35
H -0.83 -0.22 -2.43
H -1.06 0.71 -4.80
H -0.24 -0.64 -5.41
H 1.18 1.25 -5.03
```

***

Arrangement x

Computed, not measured: 10 unconnected molecules or ions with the total composition C34H95N7O10, with wB97M-V/def2-TZVPD.

Its HOMO energy is -8.657 eV. The calculation puts the LUMO energy at 0.0098 hartree.

Geometry as XYZ:
```
146
C34H95N7O10 wB97M-V/def2-TZVPD
C -3.92 -3.90 1.42
O -3.69 -4.13 0.07
C -3.83 -2.95 -0.70
C -3.47 -3.20 -2.15
C -2.04 -3.68 -2.30
N -3.60 -1.95 -2.93
H -4.98 -3.72 1.65
H -3.32 -3.10 1.87
H -3.68 -4.81 1.98
H -4.88 -2.61 -0.64
H -3.21 -2.16 -0.28
H -4.15 -3.93 -2.58
H -1.88 -4.61 -1.75
H -1.33 -2.98 -1.85
H -1.74 -3.85 -3.33
H -4.54 -1.56 -2.86
H -2.95 -1.27 -2.56
C 0.64 -4.06 -6.00
O 1.71 -4.53 -5.20
C 1.82 -3.87 -3.94
C 2.79 -2.71 -4.01
C 4.22 -3.14 -4.23
N 2.66 -1.87 -2.82
H 0.47 -4.82 -6.76
H 0.93 -3.14 -6.52
H -0.27 -3.94 -5.41
H 0.83 -3.50 -3.64
H 2.14 -4.61 -3.20
H 2.47 -2.12 -4.90
H 4.38 -3.49 -5.25
H 4.46 -3.98 -3.57
H 4.92 -2.34 -4.01
H 1.74 -1.44 -2.82
H 3.29 -1.06 -2.88
C 0.37 3.52 -5.22
O -0.80 2.81 -5.52
C -0.93 1.53 -4.90
C 0.30 0.64 -4.90
C 0.71 0.30 -6.33
N 0.02 -0.60 -4.20
H 0.30 4.51 -5.67
H 1.26 3.02 -5.61
H 0.47 3.66 -4.13
H -1.26 1.68 -3.86
H -1.73 1.03 -5.45
H 1.14 1.14 -4.41
H -0.07 -0.26 -6.85
H 1.64 -0.28 -6.36
H 0.92 1.20 -6.91
H -0.68 -1.14 -4.69
H -0.27 -0.47 -3.23
C -5.44 0.99 9.05
O -4.44 1.41 8.15
C -3.56 0.37 7.79
C -2.53 0.90 6.84
C -3.10 1.55 5.58
N -1.66 -0.22 6.42
H -5.80 1.86 9.61
H -5.08 0.26 9.78
H -6.30 0.57 8.52
H -3.06 -0.01 8.70
H -4.08 -0.47 7.31
H -1.92 1.70 7.29
H -2.29 1.78 4.89
H -3.73 2.41 5.79
H -3.76 0.82 5.09
H -0.79 0.14 6.03
H -1.33 -0.67 7.27
C 0.78 3.96 1.49
O 2.03 3.51 1.89
C 2.07 3.32 3.28
C 3.37 2.62 3.68
C 3.41 1.21 3.15
N 3.39 2.54 5.15
H 0.80 4.19 0.42
H 0.46 4.89 1.97
H -0.04 3.24 1.62
H 1.97 4.27 3.83
H 1.24 2.69 3.63
H 4.15 3.30 3.31
H 2.53 0.68 3.54
H 4.29 0.66 3.50
H 3.35 1.14 2.06
H 4.25 2.10 5.46
H 3.39 3.47 5.56
C -1.30 -0.67 2.76
O -1.18 -0.62 1.37
C -0.30 0.40 0.92
C 0.10 0.07 -0.50
C 1.08 1.06 -1.10
N -1.10 -0.03 -1.37
H -2.06 -1.41 3.03
H -1.62 0.28 3.21
H -0.36 -1.00 3.21
H -0.85 1.35 0.93
H 0.54 0.51 1.62
H 0.57 -0.92 -0.52
H 1.85 1.37 -0.38
H 0.61 2.00 -1.42
H 1.63 0.59 -1.91
H -1.70 -0.67 -0.85
H -1.62 0.85 -1.23
C 4.39 3.23 -4.84
O 5.54 2.63 -4.27
C 5.54 2.69 -2.85
C 4.57 1.72 -2.21
C 4.77 1.71 -0.70
N 4.71 0.34 -2.74
H 4.36 4.30 -4.63
H 3.45 2.76 -4.54
H 4.47 3.10 -5.92
H 6.57 2.41 -2.58
H 5.37 3.72 -2.50
H 3.52 2.00 -2.35
H 4.52 2.67 -0.24
H 5.83 1.53 -0.49
H 4.17 0.95 -0.20
H 5.49 -0.10 -2.26
H 5.07 0.46 -3.69
C -3.11 4.77 -1.19
C -2.80 3.44 -1.86
O -2.81 2.37 -0.88
H -3.03 5.60 -1.89
H -2.42 4.94 -0.36
H -4.12 4.79 -0.79
H -1.80 3.47 -2.28
H -3.57 3.21 -2.60
H -3.74 2.25 -0.64
C 2.27 -2.21 1.83
C 3.13 -1.86 0.62
O 3.14 -2.93 -0.30
H 2.83 -2.78 2.57
H 1.41 -2.83 1.54
H 1.91 -1.29 2.30
H 4.15 -1.61 0.95
H 2.73 -0.97 0.13
H 3.01 -2.53 -1.20
C -4.90 -4.19 5.00
C -4.45 -2.74 5.09
O -3.07 -2.74 5.44
H -5.98 -4.25 4.83
H -4.64 -4.72 5.91
H -4.38 -4.65 4.16
H -5.00 -2.22 5.88
H -4.67 -2.21 4.15
H -2.76 -1.83 5.53
```

***

Energy comparison, zero being the most stable, in kJ/mol: arrangement w 261.7; arrangement x 0.0.

***

Arrangement w

Computed, not measured: 7 unconnected molecules or ions with the total composition CH15O7, with wB97M-V/def2-TZVPD.

Its HOMO energy is -6.205 eV. As for the net charge: -1. The calculation puts the LUMO energy at 0.1332 hartree.

Geometry as XYZ:
```
23
CH15O7 wB97M-V/def2-TZVPD
C -1.54 1.33 0.77
O -0.54 1.06 1.80
H -1.37 2.34 0.54
H -1.23 0.64 -0.02
H -2.50 1.07 1.12
H 1.38 1.88 1.02
H 1.67 0.43 0.66
O 1.97 1.37 0.49
H 1.82 -0.83 -1.90
H 1.01 -1.35 -0.68
O 1.25 -1.51 -1.65
H 0.37 1.45 -2.17
H 1.57 1.74 -1.16
O 1.31 1.59 -2.13
H -0.51 -1.50 1.31
H -2.11 -1.42 1.43
O -1.39 -1.92 1.10
H -0.68 -1.51 -2.19
H -1.43 -1.59 -0.88
O -1.57 -1.32 -1.77
H 0.06 0.37 1.48
H 1.50 -1.31 1.81
O 0.95 -1.03 1.02
```

***

Arrangement x

Computed, not measured: 7 unconnected molecules or ions with the total composition CH15O7, with wB97M-V/def2-TZVPD.

Its HOMO energy is -6.326 eV. As for the net charge: -1. The calculation puts the LUMO energy at 0.1303 hartree.

Geometry as XYZ:
```
23
CH15O7 wB97M-V/def2-TZVPD
C 0.71 1.40 3.16
O -0.37 1.89 2.40
H 1.49 2.18 3.23
H 0.32 1.13 4.14
H 1.17 0.54 2.69
H -1.67 -0.47 2.38
H -1.31 -0.53 0.89
O -1.96 -0.88 1.56
H -2.28 -1.17 -1.71
H -1.03 -0.36 -1.26
O -1.53 -0.67 -2.06
H 1.20 -2.36 -0.18
H 0.71 -1.09 0.46
O 1.13 -1.94 0.68
H 0.73 0.47 -1.21
H 2.05 -0.22 -1.74
O 1.30 0.31 -2.02
H -0.15 -1.06 -4.41
H 0.65 -0.03 -3.65
O 0.58 -0.43 -4.54
H -0.34 1.51 1.49
H -1.06 1.15 -0.32
O -0.32 0.65 0.04
```

***

Energy comparison, zero being the most stable, in kJ/mol: arrangement w 15.0; arrangement x 0.0.